(1)
{
  "formula": "C20H28N4O4",
  "method": "ωB97M-V/def2-TZVPD",
  "total_charge": 0,
  "lumo_ev": 0.67,
  "homo_energy_ev": -8.4224,
  "de_lowest_kcal_mol": 43.9,
  "smiles": "C[C@@H]1ON=C(C(=O)NCC[C@H]2CCCN(C(=O)c3ccc(N)c(O)c3)C2)[C@H]1C",
  "orbital_gap_ha": 0.3341,
  "symbols": ["C", "C", "O", "N", "C", "C", "O", "N", "C", "C", "C", "C", "C", "C", "N", "C", "O", "C", "C", "C", "C", "N", "C", "O", "C", "C", "C", "C", "H", "H", "H", "H", "H", "H", "H", "H", "H", "H", "H", "H", "H", "H", "H", "H", "H", "H", "H", "H", "H", "H", "H", "H", "H", "H", "H", "H"],
  "positions_angstrom": [[-0.67816, -5.31469, 6.37059], [-1.06137, -5.66955, 4.95080], [0.15556, -5.95728, 4.19535], [0.43676, -4.88220, 3.38286], [-0.54432, -4.07553, 3.37522], [-0.50434, -2.81751, 2.56645], [-1.45551, -2.05161, 2.58050], [0.62450, -2.61355, 1.86262], [0.78818, -1.43289, 1.03251], [0.05651, -1.55090, -0.30089], [0.22537, -0.32798, -1.19370], [-0.32680, -0.58985, -2.59603], [-0.23270, 0.64916, -3.48221], [-0.88447, 1.85376, -2.80910], [-0.31658, 2.06688, -1.47857], [0.79936, 2.83907, -1.27133], [1.61757, 2.57952, -0.40311], [0.96233, 4.06410, -2.11904], [-0.08753, 4.92404, -2.41478], [0.15006, 6.07501, -3.14941], [1.42892, 6.41250, -3.57134], [1.64374, 7.56717, -4.36487], [2.47567, 5.53519, -3.27099], [3.71930, 5.88704, -3.72957], [2.24656, 4.38186, -2.54443], [-0.47013, 0.90264, -0.61057], [-1.72815, -4.52685, 4.17883], [-2.88474, -4.95615, 3.27816], [-1.57505, -5.14024, 6.96737], [-0.10558, -6.12115, 6.82653], [-0.07160, -4.40728, 6.38229], [-1.65397, -6.58465, 4.91619], [1.34711, -3.31214, 1.92057], [0.42041, -0.57599, 1.59674], [1.85609, -1.28463, 0.86680], [0.42881, -2.43560, -0.82702], [-1.00615, -1.72168, -0.10317], [1.29320, -0.08833, -1.27611], [0.20743, -1.42641, -3.05411], [-1.37693, -0.89511, -2.50969], [0.81925, 0.88562, -3.67516], [-0.70474, 0.46987, -4.45049], [-0.76030, 2.74787, -3.41197], [-1.95770, 1.67646, -2.68605], [-1.08904, 4.69578, -2.07384], [-0.66403, 6.74063, -3.40749], [1.65954, 8.40797, -3.79891], [2.55080, 7.51531, -4.81258], [4.35642, 5.22097, -3.45280], [3.06813, 3.72645, -2.27635], [-1.54257, 0.70008, -0.51330], [-0.07766, 1.16210, 0.36811], [-2.05731, -3.73283, 4.85098], [-3.23948, -4.11211, 2.68889], [-2.56830, -5.75017, 2.59919], [-3.71233, -5.33218, 3.88147]]
}


(2)
{
  "formula": "C20H28N4O6S",
  "method": "ωB97M-V/def2-TZVPD",
  "total_charge": 0,
  "lumo_ev": 0.52,
  "homo_energy_ev": -8.2033,
  "de_lowest_kcal_mol": 57.5,
  "smiles": "CCOc1cc(C(=O)NCc2nnc(SCC(=O)OC)n2C)cc(OCC)c1OCC",
  "orbital_gap_ha": 0.3205,
  "symbols": ["C", "C", "O", "C", "C", "C", "C", "O", "N", "C", "C", "N", "N", "C", "S", "C", "C", "O", "O", "C", "N", "C", "C", "C", "O", "C", "C", "C", "O", "C", "C", "H", "H", "H", "H", "H", "H", "H", "H", "H", "H", "H", "H", "H", "H", "H", "H", "H", "H", "H", "H", "H", "H", "H", "H", "H", "H", "H", "H"],
  "positions_angstrom": [[-1.81952, 3.60396, 1.90928], [-2.98911, 2.83289, 2.51605], [-3.71424, 2.09327, 1.55443], [-3.21928, 0.91264, 1.10164], [-2.04919, 0.31368, 1.52888], [-1.64122, -0.90060, 0.98468], [-0.37056, -1.47187, 1.49032], [0.10671, -1.15437, 2.56890], [0.23046, -2.38925, 0.68773], [1.52354, -2.95424, 1.02090], [2.63110, -2.12771, 0.46220], [3.02986, -2.15916, -0.77964], [4.00373, -1.25219, -0.93774], [4.18094, -0.67029, 0.21999], [5.33363, 0.58270, 0.56402], [5.73645, 1.02175, -1.14617], [4.67806, 1.87832, -1.80867], [4.87747, 2.51208, -2.80914], [3.51525, 1.83428, -1.16382], [2.44193, 2.55898, -1.74651], [3.33204, -1.17869, 1.15582], [3.21978, -0.79452, 2.53441], [-2.43056, -1.53244, 0.03348], [-3.62338, -0.96081, -0.39514], [-4.47966, -1.57510, -1.27455], [-4.04026, -2.68106, -2.03681], [-3.02821, -2.29813, -3.11258], [-4.01728, 0.28721, 0.11574], [-5.14273, 0.97410, -0.19740], [-5.82778, 0.75792, -1.41907], [-6.79296, 1.92063, -1.59699], [-2.18057, 4.25523, 1.11730], [-1.34373, 4.20927, 2.67589], [-1.08232, 2.92509, 1.48828], [-2.64725, 2.18264, 3.33004], [-3.72249, 3.53605, 2.92071], [-1.41964, 0.75548, 2.28329], [-0.04760, -2.46073, -0.27709], [1.58254, -3.95976, 0.59895], [1.59324, -2.99821, 2.10982], [5.82572, 0.08776, -1.70510], [6.69064, 1.54686, -1.14381], [2.74806, 3.58623, -1.95336], [2.13549, 2.08483, -2.68070], [1.63042, 2.53590, -1.02353], [2.16920, -0.81065, 2.83237], [3.79188, -1.47612, 3.16755], [3.62025, 0.21215, 2.64838], [-2.14633, -2.50464, -0.33349], [-4.95534, -3.05413, -2.50490], [-3.64497, -3.47287, -1.38855], [-3.46471, -1.56549, -3.78691], [-2.13385, -1.86550, -2.67025], [-2.74908, -3.17916, -3.68357], [-6.37533, -0.19048, -1.38807], [-5.11529, 0.72378, -2.25199], [-6.24493, 2.85821, -1.63031], [-7.35344, 1.79873, -2.51959], [-7.48383, 1.95607, -0.75963]]
}


(3)
{
  "formula": "C20H28NO2STi",
  "method": "ωB97M-V/def2-TZVPD",
  "total_charge": 1,
  "lumo_ev": [-4.09, -4.09],
  "homo_energy_ev": [-11.2557, -11.2559],
  "de_lowest_kcal_mol": 17.7,
  "orbital_gap_ha": [0.2633, 0.2633],
  "symbols": ["O", "C", "C", "H", "H", "C", "H", "H", "C", "H", "H", "H", "C", "H", "H", "H", "Ti", "C", "C", "C", "H", "C", "C", "H", "H", "H", "H", "C", "C", "C", "H", "C", "C", "H", "H", "H", "H", "O", "C", "C", "H", "H", "C", "H", "H", "C", "H", "H", "H", "H", "S", "C", "N"],
  "positions_angstrom": [[0.02045, -0.04678, -0.03273], [-1.36741, 0.49184, 0.05204], [-1.09280, 1.39003, -1.14863], [-1.47377, 0.96076, 1.02660], [-2.12345, -0.27981, -0.11186], [0.38946, 0.89789, -1.08414], [-1.32192, 2.44837, -1.04978], [-1.57340, 0.96827, -2.03459], [1.46649, 1.81978, -0.58110], [1.32178, 2.10612, 0.46846], [1.41963, 2.75426, -1.14228], [2.44175, 1.34103, -0.75294], [0.87038, 0.35553, -2.39637], [0.10536, -0.13928, -2.98372], [1.73355, -0.29644, -2.26433], [1.20224, 1.22067, -2.99097], [0.13197, -2.31100, 0.24490], [0.10418, -4.11625, -1.43809], [-1.03438, -4.15040, -0.58737], [-1.76221, -2.92435, -0.76396], [-1.35591, -5.01292, -0.00380], [-1.07136, -2.14697, -1.76127], [0.09336, -2.88217, -2.15294], [0.79945, -2.59689, -2.93233], [0.80653, -4.93632, -1.56890], [-2.66822, -2.62293, -0.24016], [-1.45150, -1.24993, -2.23501], [2.04304, -3.71085, 0.78280], [2.67719, -3.51175, -0.49651], [2.77021, -2.12849, -0.72955], [3.08958, -4.28674, -1.16621], [2.26251, -1.42163, 0.42698], [1.90860, -2.42463, 1.43489], [1.71005, -2.24802, 2.48993], [1.86340, -4.66046, 1.27809], [3.16905, -1.65367, -1.64233], [2.43991, -0.36580, 0.63200], [-0.53953, 2.94110, 1.24241], [-0.21022, 4.19316, 0.51170], [-1.22944, 5.27000, 0.88153], [-0.22180, 4.02526, -0.57564], [0.82614, 4.50454, 0.76326], [-1.99325, 4.69604, 2.09605], [-1.92958, 5.48284, 0.06627], [-0.70437, 6.18712, 1.15162], [-1.41126, 3.29821, 2.34074], [-3.07153, 4.70104, 1.88603], [-1.80210, 5.34100, 2.95289], [-2.19031, 2.53308, 2.39456], [-0.84410, 3.27967, 3.28981], [-1.41116, -4.62722, 3.87576], [-1.04181, -3.62395, 2.72575], [-0.76947, -2.83199, 1.85243]]
}


(4)
{
  "formula": "C20H28NO2Tl",
  "method": "ωB97M-V/def2-TZVPD",
  "total_charge": 0,
  "lumo_ev": -1.59,
  "homo_energy_ev": -4.4349,
  "de_lowest_kcal_mol": 11.6,
  "orbital_gap_ha": 0.1045,
  "symbols": ["O", "C", "C", "H", "H", "C", "H", "H", "C", "H", "H", "H", "C", "H", "H", "H", "Tl", "C", "C", "C", "H", "C", "C", "H", "H", "H", "H", "C", "C", "C", "H", "C", "C", "H", "H", "H", "H", "O", "C", "C", "H", "H", "C", "H", "H", "C", "H", "H", "H", "H", "N", "C"],
  "positions_angstrom": [[0.16685, 1.54049, -0.17901], [0.94484, 1.91536, -1.35512], [-0.25208, 2.55801, -2.05423], [1.34506, 1.03352, -1.87624], [1.73834, 2.60486, -1.05645], [-1.04214, 2.05802, -0.80678], [-0.52196, 2.06122, -2.99160], [-0.18076, 3.64302, -2.15954], [-2.01629, 0.94206, -1.13759], [-1.53146, 0.17316, -1.75902], [-2.88162, 1.34303, -1.69341], [-2.38553, 0.46186, -0.21914], [-1.66242, 3.12478, 0.07418], [-0.93504, 3.91316, 0.29846], [-2.00571, 2.67852, 1.01739], [-2.52656, 3.57464, -0.43147], [-0.19477, -3.37712, -1.06399], [1.30854, 1.10598, 3.80195], [1.84091, -0.21435, 3.75881], [2.43157, -0.40718, 2.47354], [1.79483, -0.94727, 4.55845], [2.27765, 0.80199, 1.73598], [1.55127, 1.72598, 2.54131], [1.24589, 2.72978, 2.25089], [0.79678, 1.56247, 4.64428], [2.91953, -1.31019, 2.11897], [2.67166, 0.99215, 0.74024], [-1.32221, -0.63898, 4.17576], [-2.21562, 0.39416, 3.74085], [-2.58799, 0.11399, 2.41038], [-2.52225, 1.22944, 4.36430], [-1.90541, -1.07959, 2.00460], [-1.14188, -1.55542, 3.08810], [-0.51812, -2.44553, 3.12189], [-0.28566, -0.95487, 7.57529], [-3.29708, 0.68851, 1.81965], [-1.99315, -1.56055, 1.02841], [0.81391, -2.30127, -2.86978], [0.18384, -1.34481, -3.78391], [0.62791, -1.70294, -5.20194], [0.49440, -0.33314, -3.47452], [-0.90247, -1.43937, -3.65511], [1.66434, -2.83590, -5.05703], [1.03572, -0.83646, -5.71965], [-0.24140, -2.03602, -5.77252], [1.89060, -3.03107, -3.55743], [2.60671, -2.61804, -5.56464], [1.27651, -3.76080, -5.49655], [2.84038, -2.60765, -3.20418], [1.82033, -4.08293, -3.24258], [-0.44706, -0.81511, 6.58476], [-0.77171, -0.73361, 5.45499]]
}


(5)
{
  "formula": "C20H28NO3V",
  "method": "ωB97M-V/def2-TZVPD",
  "total_charge": -1,
  "lumo_ev": [2.47, 2.46],
  "homo_energy_ev": [-1.8976, -3.9168],
  "spin_multiplicity": 4,
  "orbital_gap_ha": [0.1603, 0.2345],
  "s_squared": 3.770,
  "symbols": ["O", "C", "C", "H", "H", "C", "H", "H", "C", "H", "H", "H", "C", "H", "H", "H", "V", "C", "C", "C", "H", "C", "C", "H", "H", "H", "H", "C", "C", "C", "H", "C", "C", "H", "H", "H", "H", "O", "C", "C", "H", "H", "C", "H", "H", "C", "H", "H", "H", "H", "O", "C", "N"],
  "positions_angstrom": [[-0.10817, 0.08574, -2.86363], [0.09344, 1.32236, -3.63241], [0.27113, 0.62120, -4.97327], [1.01839, 1.84993, -3.34616], [-0.79258, 1.96116, -3.51079], [0.14178, -0.65127, -4.09094], [1.27688, 0.70247, -5.41353], [-0.54583, 0.73186, -5.68921], [1.45530, -1.41427, -4.05881], [2.24154, -0.76872, -3.65040], [1.72597, -1.67715, -5.09232], [1.35385, -2.33473, -3.46547], [-1.02890, -1.55088, -4.46757], [-1.99703, -1.04670, -4.35746], [-1.02702, -2.46036, -3.85246], [-0.91124, -1.85089, -5.51912], [-0.47991, -0.47395, 2.85994], [-2.30965, -0.93792, 3.92793], [-2.29283, 0.49327, 3.82077], [-2.34709, 0.84540, 2.43138], [-2.34045, 1.20585, 4.63788], [-2.43839, -0.36256, 1.66977], [-2.40990, -1.45722, 2.57839], [-2.57582, -2.49677, 2.29834], [-2.32505, -1.51801, 4.84176], [-2.44910, 1.84788, 2.02661], [-2.63762, -0.41150, 0.60194], [1.02482, -2.12607, 3.97430], [0.04046, -2.57454, 3.02314], [0.44392, -2.09795, 1.70732], [-0.74697, -3.29134, 3.22176], [1.65588, -1.34434, 1.88351], [2.01629, -1.41616, 3.25451], [2.94942, -1.03911, 3.66686], [1.09672, -2.44019, 5.01534], [-0.01054, -2.35251, 0.75345], [2.27342, -0.94029, 1.08069], [1.76104, 1.19536, -1.30641], [0.74171, 0.69181, -0.39668], [-0.39349, 1.71530, -0.34326], [1.15174, 0.59189, 0.63769], [0.42753, -0.29973, -0.73650], [0.38234, 3.03170, -0.52477], [-0.92810, 1.71921, 0.61591], [-1.08015, 1.49609, -1.16830], [1.81487, 2.63507, -1.00923], [0.51069, 3.48641, 0.47738], [-0.14453, 3.73020, -1.20786], [2.53146, 2.82331, -0.18642], [2.18109, 3.14515, -1.91001], [0.85324, 1.50884, 6.36308], [0.57894, 1.13644, 5.25641], [0.30653, 0.76128, 4.14693]]
}


Question: Which formula does entry 4 have?
Answer: C20H28NO2Tl